No. 1
Entry from the OMol25 dataset: C2H7N3S in the gas phase (ωB97M-V/def2-TZVPD).

XYZ file:
```
13
Properties=species:S:1:pos:R:3:forces:R:3
C 1.86692 -0.14561 -0.22553 0.178 1.721 1.255
N 0.43286 0.09729 -0.48420 -0.134 1.403 0.899
N 0.06810 1.42846 0.08175 -1.062 -0.417 0.624
C -0.30672 -0.99683 -0.01655 -2.527 2.210 -1.329
N -1.58960 -1.11987 0.02584 0.655 0.715 0.686
S -2.60050 0.28993 -0.28385 -1.719 -2.184 1.091
H 2.06191 0.10183 0.90120 0.078 -0.575 -1.932
H 2.53876 0.47358 -0.87068 -0.805 -0.373 0.609
H 2.04694 -1.18498 -0.44400 0.327 -0.280 0.053
H -0.20234 1.27247 1.08936 0.542 0.070 -1.162
H -0.83468 1.85473 -0.29634 1.832 -1.243 -0.019
H 0.34862 -1.77388 0.20250 0.336 -1.966 0.435
H -3.83025 -0.29711 0.32050 2.300 0.917 -1.210
```
Positions in Å, forces in eV/Å.

For the orbital gap, the calculation gives 9.3 eV. The LUMO energy is 0.685 eV. As for the net charge: 0. As for the SMILES: CN(N)/C=N\S.

How is the electron density shared among the atoms? According to Mulliken, the charges in e are: C -0.729; N -0.018; N -0.671; C 0.099; N -0.408; S -0.231; H 0.287; H 0.249; H 0.341; H 0.296; H 0.257; H 0.343; H 0.185


No. 2
Entry from the OMol25 dataset: 2 unconnected molecules or ions with the total composition C7H10O3S (ωB97M-V/def2-TZVPD).

XYZ file:
```
21
Properties=species:S:1:pos:R:3:forces:R:3
O -1.16598 -2.06835 0.80196 -0.545 0.998 -0.964
S -0.81401 -0.93492 -0.04440 -0.251 0.501 2.794
O 0.14998 -1.20326 -1.06037 -0.090 -0.499 -1.780
C -0.22858 0.40318 1.10221 -3.389 1.102 -2.103
C -0.91674 1.53961 0.80817 2.374 0.807 0.872
C -1.79371 1.53877 -0.38392 -0.468 -0.975 -1.710
C -2.12708 0.06918 -0.83083 3.221 0.328 0.280
H 0.19011 0.06340 1.99670 1.069 -0.075 1.005
H -0.79122 2.61704 1.27328 -0.161 -2.629 -0.440
H -2.73338 1.92447 -0.03489 -0.526 0.620 -0.197
H -1.44038 2.12768 -1.24109 0.071 0.078 0.448
H -2.99665 -0.12036 -0.36962 -3.173 -1.238 1.755
H -2.19748 -0.32880 -1.83429 0.326 0.753 -0.472
C 1.97301 -1.72981 1.07425 0.794 -3.808 -0.334
C 2.16603 -0.69889 0.35789 0.205 -0.213 0.671
C 2.53653 0.18492 -0.47985 0.857 1.622 -1.369
O 1.92129 0.56581 -1.62851 -0.021 -0.048 -0.040
H 1.22776 -1.85379 1.82296 -0.187 0.125 0.870
H 2.41076 -2.72939 0.67391 -0.668 1.658 0.911
H 3.45047 0.69747 -0.28296 0.463 0.640 0.012
H 1.17928 -0.06394 -1.72059 0.100 0.254 -0.210
```
Positions in Å, forces in eV/Å.

For the orbital gap, the calculation gives 8.9 eV. The LUMO energy is 0.520 eV. As for the net charge: 0. As for the SMILES: O=S1(=O)C=CCC1.C=C=CO.

How is the electron density shared among the atoms? According to Mulliken, the charges in e are: O -0.643; S 1.107; O -0.710; C -0.385; C -0.377; C -0.535; C -0.910; H 0.513; H 0.271; H 0.368; H 0.314; H 0.401; H 0.455; C -0.721; C 0.150; C -0.150; O -0.545; H 0.368; H 0.168; H 0.386; H 0.476


No. 3
Entry from the OMol25 dataset: a gas-phase ion, C7H11N4 (charge +1) (ωB97M-V/def2-TZVPD).

XYZ file:
```
22
Properties=species:S:1:pos:R:3:forces:R:3
C 2.07657 1.16857 -1.67313 0.436 0.746 1.434
C 0.98536 0.27141 -2.11300 0.257 1.016 -0.433
C 2.11859 1.74384 -0.43388 -0.783 -0.494 -1.671
C 0.20503 -0.16808 -1.19253 1.162 1.308 1.092
C -0.76968 -1.05948 -0.77169 0.460 0.251 1.671
C 1.01471 1.78254 0.65317 2.076 2.112 0.994
C -1.89782 -1.89560 1.24726 -2.119 0.620 -0.172
N -1.04006 -1.95753 -1.60698 -0.756 -0.964 0.127
N 0.74816 0.50633 1.15234 -0.362 -2.844 -2.271
N -1.11771 -0.88459 0.56911 -0.731 -0.449 1.174
N -0.62270 0.20416 1.37678 -1.341 1.773 -1.579
H 2.95140 1.41193 -2.29592 -0.723 -0.579 -0.013
H 0.67635 0.00740 -3.15029 0.651 0.295 0.545
H 3.05643 2.24039 -0.26950 -0.026 0.483 0.559
H 1.44540 2.36042 1.51951 -0.052 -0.224 -0.739
H 0.12632 2.35572 0.43375 -0.497 0.239 -0.934
H -1.30138 -2.76051 1.47672 0.233 -0.487 0.100
H -2.35186 -1.49195 2.25199 0.471 -0.746 -2.225
H -2.67161 -2.14542 0.41362 0.684 0.055 2.195
H -1.61862 -2.69865 -1.22371 -0.310 -0.121 -0.235
H -0.69793 -0.03651 2.35020 -0.110 -0.849 0.624
H -1.31494 1.04564 1.28618 1.380 -1.143 -0.243
```
Positions in Å, forces in eV/Å.

For the orbital gap (spin up / spin down), the calculation gives 8.3 / 7.2 eV. The LUMO energy (spin up / spin down) is -4.762 / -5.494 eV. As for the net charge: +1.

How is the electron density shared among the atoms? According to Mulliken, the charges in e are: C -0.288; C -0.190; C -0.397; C 0.323; C 0.393; C -0.555; C -0.982; N -0.576; N -0.605; N -0.048; N 0.090; H 0.368; H 0.395; H 0.364; H 0.377; H 0.341; H 0.330; H 0.331; H 0.326; H 0.215; H 0.408; H 0.381


No. 4
Entry from the OMol25 dataset: a molecular structure, C5H7ClO2 (ωB97M-V/def2-TZVPD).

XYZ file:
```
15
Properties=species:S:1:pos:R:3:forces:R:3
C 0.02850 0.69703 0.00543 0.284 -1.125 0.444
C -1.27245 0.19971 -0.59005 -1.315 0.393 -1.216
C 0.12508 -1.29470 0.27030 0.084 -1.014 0.576
C 0.04920 -0.16612 1.30713 0.503 0.627 0.517
C 0.98595 -0.40517 -0.63051 0.255 0.735 0.805
H 0.33732 2.41455 -0.81980 -0.067 -0.303 0.840
H -2.17904 0.58128 -0.08370 0.465 -0.112 0.004
H -1.41077 0.41776 -1.68591 0.332 -0.106 0.841
H 0.40575 -2.33075 0.56391 -0.358 0.779 -0.492
H -0.84923 -0.10638 1.95632 0.572 -0.146 -0.415
H 0.99800 -0.02989 1.89089 -0.960 -0.139 -0.601
H 0.94620 -0.58184 -1.68621 -0.102 -0.104 -0.526
O 0.28160 2.03623 0.08591 0.207 0.783 -0.987
O -1.14939 -1.21804 -0.40628 0.423 -0.165 0.249
Cl 2.70329 -0.21368 -0.17744 -0.324 -0.103 -0.037
```
Positions in Å, forces in eV/Å.

For the orbital gap, the calculation gives 10.4 eV. The LUMO energy is 0.645 eV. As for the net charge: 0.

How is the electron density shared among the atoms? According to Mulliken, the charges in e are: C 0.102; C -0.577; C -0.192; C -0.560; C 0.040; H 0.351; H 0.310; H 0.322; H 0.425; H 0.296; H 0.290; H 0.379; O -0.559; O -0.436; Cl -0.192


Q: Which max |F| values were calculated for the entries above? A: 3.6 4.1 3.7 1.8, in eV/A.
Q: Which total energy values were calculated for the entries above? A: -642.757374 -896.464906 -491.813470 -805.335590, in Ha.